A molecular structure, C29H28Br4LuN6O2P, computed with ωB97M-V/def2-TZVPD.

```
! RIJCOSX wB97M-V def2-TZVPD def2/J DEFGRID3
* xyz 2 1
Lu -1.4168 0.6395 0.0020
C 0.2131 -0.9679 3.1795
C -0.4714 -1.8858 2.2282
C -0.2644 -3.2812 2.4244
C -0.8365 -4.2228 1.5226
C -1.8132 -3.7417 0.6340
C -2.0959 -2.3579 0.6307
N -1.1867 -1.4408 1.1815
C -3.3004 -1.8774 0.0552
C -4.3790 -2.7021 -0.2614
C -5.4827 -2.1164 -0.9071
C -5.4901 -0.7532 -1.2412
C -4.3956 0.0332 -0.8465
N -3.3255 -0.5274 -0.2388
C -4.2362 1.4410 -1.1048
C -5.3147 2.3087 -1.2606
C -5.0725 3.5814 -1.8049
C -3.7306 3.9955 -2.0253
C -2.7067 3.1723 -1.5939
C -1.2524 3.6469 -1.6336
N -2.9391 1.9452 -1.1001
H -0.2007 -1.1162 4.2386
H 1.3103 -1.0984 3.2414
H -0.0435 0.0359 2.8898
H 0.3302 -3.5516 3.2849
H -0.6233 -5.3206 1.4930
H -2.4205 -4.3518 -0.0281
H -4.3531 -3.7237 0.1588
H -6.3907 -2.7407 -1.0366
H -6.3462 -0.2567 -1.6992
H -6.3219 1.9139 -1.0986
H -5.8928 4.1881 -2.0329
H -3.4432 4.9247 -2.5310
H -0.6190 2.8126 -1.8391
H -1.0319 4.0915 -0.6394
H -1.1904 4.4270 -2.3744
Br 2.5572 5.6154 2.3553
C 1.4350 4.1702 2.3651
C 0.5405 3.9184 3.4163
Br 0.5185 5.0003 4.9196
C -0.3693 2.9128 3.4100
Br -1.4448 2.3510 4.9400
C -0.5702 2.2820 2.1701
O -1.6232 1.5653 1.8352
C 0.5353 2.3747 1.1796
O 0.5927 1.4216 0.2454
C 1.5034 3.3973 1.2594
Br 2.7964 3.4928 -0.1641
C 5.1824 -0.4442 -1.1417
N 4.6327 -1.1800 0.0278
C 4.5705 -2.6629 -0.2613
N 3.9314 -2.9334 -1.5203
C 4.5252 -2.1422 -2.6143
N 4.5004 -0.7173 -2.3965
C 3.1707 -0.1410 -2.5426
P 2.2007 -1.0346 -1.2477
C 3.2006 -0.6615 0.2383
C 2.5057 -2.8287 -1.5193
H 6.2198 -0.7356 -1.2373
H 5.0500 0.6338 -0.9933
H 5.2222 -0.9622 0.8818
H 4.0428 -3.1605 0.5452
H 5.5848 -3.0519 -0.3157
H 4.0128 -2.4395 -3.5567
H 5.6328 -2.4138 -2.6693
H 2.7223 -0.2005 -3.5393
H 3.1494 0.9503 -2.2623
H 2.7382 -1.1121 1.1428
H 3.2708 0.3846 0.4721
H 2.1725 -3.2461 -2.4728
H 2.0237 -3.5255 -0.8168
*
```

Results
Strongest force on any atom (eV Å⁻¹): 4.70
Orbital gap (Eh): 0.17884
HOMO energy (eV): -11.3


A molecular structure, C29H28BrCoF4N2Te, computed with ωB97M-V/def2-TZVPD.

```
! RIJCOSX wB97M-V def2-TZVPD def2/J DEFGRID3
* xyz -1 2
Co 0.7957 0.1725 -0.3527
C -0.8230 -2.0755 -1.2443
N 0.5032 -1.8976 -0.6332
C 0.5870 -2.7323 0.5666
C 1.5399 -2.3099 -1.5929
C 1.6392 -1.2906 -2.7021
N 1.7893 -0.0107 -2.0346
C 2.4416 0.9627 -2.7273
C 3.3360 1.8486 -2.0875
F 3.6239 1.6721 -0.7900
C 3.9861 2.8562 -2.7609
F 4.8322 3.6511 -2.0746
C 3.8368 3.0552 -4.1227
C 2.9952 2.1826 -4.7773
F 2.7910 2.3260 -6.1053
C 2.3218 1.1776 -4.1134
F 1.4505 0.4278 -4.8309
H -0.9503 -3.1148 -1.5802
H -0.9368 -1.4064 -2.0951
H -1.5850 -1.8379 -0.5127
H 0.4694 -3.7940 0.3080
H -0.1987 -2.4421 1.2583
H 1.5567 -2.5890 1.0429
H 1.3249 -3.3216 -1.9684
H 2.4917 -2.3280 -1.0580
H 0.7793 -1.3576 -3.3796
H 2.5236 -1.5307 -3.3069
H 4.3543 3.8471 -4.6417
Br 2.2647 0.2392 1.8751
C 1.9327 2.1087 2.0259
C 2.3578 2.7336 3.1589
C 2.1802 4.1282 3.2773
C 1.6150 4.8330 2.2563
C 1.1794 4.1875 1.0718
C 0.6204 4.9244 0.0014
C 0.2200 4.2771 -1.1318
C 0.3363 2.8755 -1.2378
C 0.8507 2.0895 -0.2300
C 1.3078 2.7769 0.9397
H 2.8259 2.1680 3.9527
H 2.5080 4.6306 4.1789
H 1.4910 5.9075 2.3335
H 0.5245 6.0000 0.0991
H -0.2018 4.8411 -1.9567
H -0.0140 2.4029 -2.1510
C -4.8329 -4.9130 2.3061
C -4.0388 -3.6516 2.0921
C -3.0222 -3.2814 2.9568
C -2.2843 -2.1117 2.7762
C -1.2148 -1.8004 3.7928
C -2.5505 -1.2731 1.6780
Te -1.3974 0.5033 1.3595
C -3.6001 -1.6322 0.8089
C -4.0100 -0.7765 -0.3626
C -4.3153 -2.8056 1.0272
H -4.4125 -5.5077 3.1177
H -4.8452 -5.5317 1.4063
H -5.8718 -4.6890 2.5603
H -2.7946 -3.9159 3.8091
H -1.4488 -2.2779 4.7464
H -1.1091 -0.7273 3.9384
H -0.2354 -2.1642 3.4685
H -3.1742 -0.1987 -0.7523
H -4.7687 -0.0517 -0.0552
H -4.4341 -1.3927 -1.1584
H -5.1135 -3.0657 0.3368
*
```

Results
⟨S²⟩: 0.77
Strongest force on any atom (eV Å⁻¹): 0.92
Orbital gap (alpha / beta) (Eh): 0.23678 / 0.23558
HOMO energy (alpha / beta) (eV): -3.8 / -3.8


A molecular structure, C29H28Cl5F5N3O3SSn, computed with ωB97M-V/def2-TZVPD.

```
! RIJCOSX wB97M-V def2-TZVPD def2/J DEFGRID3
* xyz -1 1
Sn 0.2311 0.3058 -0.5226
C -4.2500 -1.7825 -2.1675
N -3.5650 -2.6074 -1.1718
C -4.3500 -2.9817 0.0230
C -2.2139 -2.3948 -1.0492
O -1.5048 -2.0350 -1.9682
C -1.6348 -2.6597 0.3712
O -0.2517 -2.5884 0.3964
C 0.4914 -3.4094 -0.4927
C 1.8052 -2.6964 -0.7340
O 1.7994 -1.4984 -0.9986
N 2.9741 -3.3353 -0.7057
C 3.1495 -4.8101 -0.5455
C 4.2257 -2.6446 -0.9093
H -4.9879 -2.3789 -2.6758
H -4.6819 -0.8851 -1.7329
H -3.5628 -1.3971 -2.9241
H -3.8804 -3.8674 0.4982
H -4.4293 -2.1645 0.7327
H -5.3597 -3.2441 -0.3035
H -1.9886 -1.8609 0.9692
H -2.0130 -3.6303 0.7534
H 0.6102 -4.3867 0.0122
H -0.0578 -3.5926 -1.4424
H 2.1971 -5.3328 -0.6663
H 3.8301 -5.2380 -1.2698
H 3.4768 -5.0319 0.4624
H 4.0675 -1.5650 -0.9109
H 4.9417 -2.9341 -0.1083
H 4.6371 -2.8525 -1.8719
F -4.9167 5.1285 4.6003
C -4.8942 4.1093 3.6844
C -3.7430 3.2693 3.4986
F -2.6726 3.5830 4.2607
C -3.7721 2.2224 2.6068
F -2.6265 1.5525 2.4458
C -4.8948 1.9198 1.8062
S -4.9127 0.5623 0.7618
C -5.9778 2.7608 2.0219
F -7.0637 2.7366 1.1850
C -5.9522 3.8903 2.8337
F -7.0246 4.6792 2.9419
Cl 1.4475 -0.9036 -3.9908
C 0.5974 0.5665 -3.8493
C 0.0475 0.9932 -2.6293
C -0.5633 2.2406 -2.6453
Cl -1.2222 2.8199 -1.1170
C -0.6770 3.0665 -3.7457
Cl -1.3206 4.6173 -3.7237
C -0.1692 2.6062 -4.9628
Cl -0.3221 3.5525 -6.3758
C 0.4186 1.3449 -4.9995
Cl 0.9767 0.6965 -6.5051
C 1.2750 0.9732 3.1670
N 2.5205 0.2136 3.0899
C 3.5619 0.9460 3.7146
C 2.8258 -0.2559 1.7423
C 3.1641 0.8207 0.7216
C 4.4657 1.3719 0.7783
C 4.9008 2.3402 -0.1115
C 4.0550 2.7700 -1.1316
C 2.7710 2.2051 -1.1979
C 2.2899 1.2241 -0.3175
H 1.0682 1.1239 4.2190
H 0.4145 0.4151 2.8361
H 1.3981 1.9213 2.6341
H 3.3184 1.1598 4.7390
H 3.7217 1.8956 3.1896
H 4.5233 0.3860 3.7442
H 1.9725 -0.8979 1.4478
H 3.6538 -0.9459 1.8981
H 5.1496 0.9978 1.5214
H 5.8834 2.8027 0.0466
H 4.4079 3.5433 -1.8003
H 2.1913 2.4750 -2.0815
*
```

Results
Strongest force on any atom (eV Å⁻¹): 2.49
Orbital gap (Eh): 0.21378
HOMO energy (eV): -3.9